(1)
{
  "formula": "C6H3NO2",
  "method": "ωB97M-V/def2-TZVPD",
  "spin_multiplicity": 1,
  "charge": 0,
  "energy_ev": -11850.9474,
  "e_above_lowest_kcal_mol": 74.70,
  "homo_energy_ha": -0.36881,
  "smiles": "C#Cc1cc(=O)cno1",
  "gap_ha": 0.35667,
  "elements": ["C", "C", "C", "C", "C", "C", "H", "H", "H", "N", "O", "O"],
  "positions_angstrom": [[1.528, -0.610, -0.026], [1.706, 0.817, 0.028], [-0.801, -0.008, 0.095], [0.097, -0.963, 0.201], [-2.256, -0.225, -0.046], [-3.405, -0.530, -0.056], [2.703, 1.170, 0.297], [-0.188, -2.034, 0.481], [-4.477, -0.740, -0.070], [0.811, 1.725, 0.035], [2.371, -1.463, -0.163], [-0.487, 1.293, -0.102]],
  "mulliken_charge": [0.437, -0.108, 0.183, -0.154, -0.841, 0.461, 0.413, 0.313, 0.422, -0.393, -0.565, -0.168]
}

=====

(2)
{
  "formula": "C6H3O3S2",
  "method": "ωB97M-V/def2-TZVPD",
  "spin_multiplicity": 1,
  "charge": -1,
  "energy_ev": -34078.9829,
  "homo_energy_ha": -0.16701,
  "gap_ha": 0.25104,
  "elements": ["C", "C", "C", "C", "C", "C", "O", "O", "O", "S", "S", "H", "H", "H"],
  "positions_angstrom": [[0.252, 0.102, 0.048], [0.649, 1.411, 0.136], [-1.132, -0.311, -0.082], [-0.353, 2.327, 0.192], [-1.641, 2.414, 0.001], [-2.255, 0.395, -0.075], [-4.923, 0.678, 0.136], [-3.904, -0.984, -1.292], [-3.756, -1.248, 1.134], [-0.868, 4.056, 0.018], [-3.870, -0.342, 0.028], [1.102, -0.677, -0.079], [1.768, 1.542, 0.086], [-1.420, -1.430, -0.286]],
  "mulliken_charge": [-0.365, -0.170, 0.027, 0.051, -0.259, 0.060, -0.671, -0.666, -0.620, -0.286, 1.203, 0.196, 0.284, 0.216]
}

=====

(3)
{
  "formula": "C6H4",
  "method": "ωB97M-V/def2-TZVPD",
  "spin_multiplicity": 1,
  "charge": 0,
  "energy_ev": -6277.6584,
  "e_above_lowest_kcal_mol": 111.08,
  "homo_energy_ha": -0.28061,
  "smiles": "C1=C2C3=C[C@@]23C1",
  "gap_ha": 0.28778,
  "elements": ["C", "C", "C", "C", "C", "C", "H", "H", "H", "H"],
  "positions_angstrom": [[-0.702, -1.185, 0.546], [-0.069, -1.430, -0.651], [1.213, -1.566, -1.211], [0.559, 0.071, -0.731], [-0.096, 0.231, 0.570], [1.356, -0.275, -1.762], [-1.501, -1.668, 0.976], [-0.890, 0.995, 0.586], [0.504, 0.458, 1.592], [1.925, 0.354, -2.596]],
  "mulliken_charge": [-0.615, 0.492, -0.770, -0.038, -0.273, 0.054, 0.414, 0.219, 0.226, 0.291]
}

=====

(4)
{
  "formula": "C6H41NO14",
  "method": "ωB97M-V/def2-TZVPD",
  "spin_multiplicity": 1,
  "charge": 0,
  "energy_ev": -37037.6148,
  "e_above_lowest_kcal_mol": 176.55,
  "homo_energy_ha": -0.31790,
  "gap_ha": 0.31240,
  "elements": ["C", "C", "C", "C", "C", "N", "C", "H", "H", "H", "H", "H", "H", "H", "H", "H", "H", "H", "H", "H", "H", "H", "O", "H", "H", "O", "H", "H", "O", "H", "H", "O", "H", "H", "O", "H", "H", "O", "H", "H", "O", "H", "H", "O", "H", "H", "O", "H", "H", "O", "H", "H", "O", "H", "H", "O", "H", "H", "O", "H", "H", "O"],
  "positions_angstrom": [[2.608, 0.651, 2.073], [2.811, 0.818, 0.574], [1.417, 1.169, 0.006], [0.722, 0.096, -0.800], [-0.456, -0.451, -0.536], [-1.400, -1.068, -1.536], [-2.219, -2.210, -1.082], [2.574, 1.642, 2.529], [1.759, -0.033, 2.114], [3.433, 0.191, 2.546], [3.359, -0.032, 0.180], [3.606, 1.419, 0.136], [1.414, 2.098, -0.715], [0.724, 1.582, 0.806], [1.238, -0.004, -1.802], [-0.873, -0.507, 0.507], [-0.789, -1.368, -2.422], [-1.743, -3.031, -0.574], [-2.657, -2.719, -1.957], [-2.892, -1.750, -0.250], [2.277, 1.754, -2.589], [3.553, 1.321, -1.684], [3.230, 1.335, -2.600], [-1.839, 1.434, -4.444], [-2.765, 0.609, -3.767], [-2.320, 1.440, -3.694], [0.020, 3.969, 1.475], [1.411, 3.670, 1.784], [0.581, 3.518, 2.053], [0.871, -1.806, -4.667], [1.223, -2.027, -3.116], [0.675, -1.486, -3.744], [-0.515, 2.106, 2.482], [-1.232, 0.939, 3.424], [-1.027, 1.271, 2.582], [-3.755, 2.152, -1.653], [-2.606, 1.027, -1.029], [-3.226, 1.909, -0.839], [-3.442, -1.204, 2.020], [-4.647, -0.325, 2.374], [-4.229, -1.219, 2.549], [2.038, -1.275, -1.737], [3.428, -0.885, -2.385], [2.830, -1.616, -2.080], [1.165, -4.416, -0.586], [1.176, -3.434, -1.919], [1.270, -3.491, -0.968], [3.220, -1.369, 0.986], [3.411, -2.299, -0.200], [3.640, -2.159, 0.658], [-2.021, -1.186, 4.808], [-0.594, -1.195, 4.092], [-1.361, -0.586, 4.427], [-1.275, 3.474, -0.994], [-2.475, 3.952, -0.472], [-1.575, 4.276, -0.387], [1.819, -3.522, 2.903], [1.465, -3.071, 1.408], [1.261, -3.012, 2.258], [-3.599, 1.723, 1.712], [-4.330, 1.534, 0.434], [-4.364, 1.675, 1.327]],
  "mulliken_charge": [-1.576, -1.507, 0.216, 0.040, 0.070, -0.009, -0.898, 0.291, 0.475, 0.496, 0.786, 0.617, 0.419, -0.635, 0.487, 0.375, 0.266, 0.271, 0.365, 0.181, 0.357, 0.303, -0.716, 0.239, 0.285, -0.539, 0.285, 0.269, -0.649, 0.271, 0.204, -0.665, 0.305, 0.297, -0.452, 0.293, 0.297, -0.663, 0.307, 0.367, -0.663, -0.061, 0.357, -0.688, 0.265, 0.234, -0.418, 0.220, 0.375, -0.693, 0.300, 0.321, -0.680, 0.315, 0.335, -0.672, 0.289, 0.255, -0.542, 0.291, 0.385, -0.650]
}

=====

(5)
{
  "formula": "C6H41NO14",
  "method": "ωB97M-V/def2-TZVPD",
  "spin_multiplicity": 1,
  "charge": 0,
  "energy_ev": -37038.3613,
  "e_above_lowest_kcal_mol": 159.33,
  "homo_energy_ha": -0.32352,
  "gap_ha": 0.32284,
  "elements": ["C", "C", "C", "N", "C", "C", "C", "O", "H", "H", "H", "H", "H", "H", "H", "H", "H", "H", "H", "H", "H", "H", "H", "H", "H", "O", "H", "H", "O", "H", "H", "O", "H", "H", "O", "H", "H", "O", "H", "H", "O", "H", "H", "O", "H", "H", "O", "H", "H", "O", "H", "H", "O", "H", "H", "O", "H", "H", "O", "H", "H", "O"],
  "positions_angstrom": [[-0.170, 0.871, 0.076], [-1.004, 1.927, 0.813], [0.912, 0.175, 0.897], [1.277, -0.930, -0.051], [2.216, -0.511, -1.098], [1.561, -2.254, 0.574], [0.415, -3.211, 0.375], [-0.149, -3.664, 1.679], [0.268, 1.507, -0.669], [-0.822, 0.134, -0.434], [-0.713, 2.425, 1.713], [-1.220, 2.778, 0.093], [-1.959, 1.531, 1.137], [0.540, -0.327, 1.762], [1.804, 0.768, 1.051], [1.829, 0.432, -1.484], [1.974, -1.233, -1.929], [3.332, -0.442, -1.180], [1.609, -2.247, 1.670], [2.580, -2.583, 0.329], [-0.516, -2.843, -0.092], [0.666, -4.240, 0.004], [0.648, -3.989, 2.120], [-2.646, -3.468, 1.064], [-1.554, -2.318, 0.857], [-2.471, -2.600, 0.671], [4.851, 1.322, 0.362], [5.014, 0.921, -1.132], [4.703, 1.616, -0.543], [1.732, 3.684, -3.271], [1.000, 2.398, -2.946], [1.374, 3.180, -2.531], [-3.735, 0.490, -0.604], [-2.812, 1.581, -0.015], [-3.682, 1.437, -0.438], [-1.971, -0.916, 4.184], [-2.045, -1.004, 5.555], [-2.438, -0.408, 4.884], [-2.840, 0.229, -2.445], [-2.362, -1.232, -2.942], [-2.215, -0.255, -2.989], [-1.807, -2.871, -1.821], [-3.056, -2.780, -1.022], [-2.751, -2.706, -1.960], [-3.332, -2.658, 2.307], [-4.129, -1.422, 2.848], [-3.427, -2.064, 3.048], [1.055, 1.912, -4.759], [-0.450, 2.508, -4.496], [0.353, 2.516, -5.016], [3.065, 3.199, 1.378], [2.271, 3.016, 2.676], [3.102, 2.785, 2.256], [0.320, 0.671, 3.999], [-0.023, -0.689, 3.334], [-0.345, -0.023, 3.943], [-0.336, -0.176, -3.088], [0.748, -0.654, -4.178], [0.588, -0.128, -3.393], [0.959, 3.575, -0.278], [2.337, 3.538, -0.846], [1.875, 3.721, -0.007]],
  "mulliken_charge": [2.303, -2.304, 1.219, 0.586, -0.731, -0.789, 0.138, -0.591, -0.972, 0.035, 0.395, 0.583, 0.651, -1.651, 0.436, 0.071, 0.389, 0.093, 0.421, 0.296, -0.352, 0.406, 0.301, 0.381, 0.277, -0.724, 0.317, 0.282, -0.605, 0.295, 0.116, -0.606, 0.286, 0.087, -0.730, 0.259, 0.334, -0.602, 0.227, 0.399, -0.676, 0.326, 0.420, -0.734, 0.261, 0.293, -0.583, 0.325, 0.320, -0.631, 0.387, 0.261, -0.649, 0.292, 0.064, -0.659, 0.349, 0.229, -0.502, 0.248, 0.365, -0.632]
}

=====

(6)
{
  "formula": "C6H42O24",
  "method": "ωB97M-V/def2-TZVPD",
  "spin_multiplicity": 1,
  "charge": -2,
  "energy_ev": -56049.0787,
  "e_above_lowest_kcal_mol": 5.71,
  "homo_energy_ha": -0.12289,
  "gap_ha": 0.27335,
  "elements": ["C", "C", "C", "O", "C", "C", "C", "O", "O", "O", "H", "H", "O", "H", "H", "O", "H", "H", "O", "H", "H", "O", "H", "H", "O", "H", "H", "O", "H", "H", "O", "H", "H", "O", "H", "H", "O", "H", "H", "O", "H", "H", "O", "H", "H", "O", "H", "H", "O", "H", "H", "O", "H", "H", "O", "H", "H", "O", "H", "H", "O", "H", "H", "O", "H", "H", "O", "H", "H", "O", "H", "H"],
  "positions_angstrom": [[22.947, 8.502, 2.500], [21.675, 9.007, 2.802], [21.364, 9.360, 4.248], [20.224, 9.805, 4.586], [22.388, 9.207, 5.174], [23.652, 8.773, 4.834], [23.893, 8.239, 3.460], [24.958, 7.619, 3.269], [24.655, 8.845, 5.557], [20.940, 9.300, 1.841], [23.253, 8.376, 1.473], [22.233, 9.473, 6.208], [24.078, 10.555, -0.687], [23.808, 11.046, -1.470], [23.526, 9.758, -0.699], [17.828, 10.583, 2.884], [17.453, 9.883, 3.442], [18.787, 10.417, 2.948], [27.278, 9.191, 2.733], [28.125, 8.830, 3.025], [26.690, 8.421, 2.665], [20.030, 11.772, 6.567], [20.708, 12.214, 6.023], [19.615, 12.475, 7.085], [19.844, 7.613, 6.617], [19.890, 8.310, 5.929], [19.827, 8.189, 7.401], [17.628, 10.207, 6.585], [17.891, 9.274, 6.587], [18.418, 10.692, 6.272], [20.979, 9.377, -1.061], [21.256, 8.456, -0.966], [20.739, 9.622, -0.143], [25.813, 5.643, 4.985], [25.397, 6.254, 4.314], [25.188, 5.615, 5.723], [21.046, 12.648, 4.336], [21.509, 12.587, 3.478], [20.795, 11.721, 4.503], [22.554, 6.221, 0.267], [21.747, 5.852, -0.113], [22.321, 6.454, 1.182], [19.520, 11.917, 0.803], [20.198, 11.521, 1.382], [18.784, 11.291, 0.836], [22.511, 12.174, 1.902], [22.444, 11.669, 1.076], [23.217, 11.730, 2.399], [18.694, 7.262, 1.860], [18.132, 7.964, 1.509], [19.589, 7.645, 1.803], [20.568, 9.632, 8.549], [20.552, 9.946, 9.462], [20.300, 10.388, 7.979], [26.903, 6.358, 1.569], [26.084, 6.669, 2.013], [27.533, 6.253, 2.290], [24.239, 9.694, 8.360], [23.327, 9.500, 8.613], [24.222, 9.509, 7.402], [27.374, 7.862, 5.404], [26.439, 7.846, 5.123], [27.474, 8.734, 5.810], [24.632, 6.610, 7.342], [24.811, 7.516, 7.010], [24.659, 6.704, 8.299], [17.606, 8.224, 4.384], [17.935, 7.368, 4.078], [18.426, 8.729, 4.566], [26.413, 10.933, 4.718], [25.655, 10.383, 4.983], [26.888, 10.351, 4.084]],
  "mulliken_charge": [-0.891, -0.554, -0.185, 0.870, -0.453, 2.300, -0.310, -0.801, -0.783, -0.494, 1.184, -0.333, -0.620, 0.291, 0.323, -0.753, 0.466, 0.205, -0.685, 0.318, 0.222, -0.559, 0.225, 0.221, -0.679, -0.091, 0.361, -0.703, 0.347, 0.376, -0.733, 0.337, 0.445, -0.709, 0.287, 0.357, -0.835, 0.405, 0.244, -0.624, 0.292, 0.340, -0.703, 0.181, 0.366, -0.729, 0.293, 0.340, -0.679, 0.332, 0.253, -0.627, 0.268, 0.358, -0.754, 0.451, 0.329, -0.707, 0.367, 0.297, -0.727, 0.330, 0.349, -0.663, 0.474, 0.293, -0.762, 0.334, 0.245, -0.789, 0.188, 0.472]
}

=====

For each record above, in turn, the calculated F_max values are 3.1; 4.7; 5.2; 8.5; 3.3; 2.1 eV/A.